# 1
# C21H37AlBr4ClF2I2NO15SV

C21H37AlBr4ClF2I2NO15SV as an isolated structure in a non-equilibrium geometry (the ωB97M-V functional and the def2-TZVPD basis, OMol25).

```
86
Properties=species:S:1:pos:R:3:forces:R:3
C -1.15973 2.22382 0.56496 -0.2 -0.4 0.0
C -1.53427 1.29771 -0.59949 -0.4 0.7 -0.1
I -3.69641 1.39015 -0.74614 0.1 -0.2 0.1
C -0.99394 1.71642 -1.97990 -0.3 -1.2 1.0
I -1.34262 0.06806 -3.33722 0.5 0.4 -0.1
S 0.79928 2.00826 -2.06805 0.9 0.1 -0.1
N 1.52422 0.87932 -1.11817 -1.6 0.7 0.3
O 1.04697 3.50156 -1.36051 -1.8 -1.8 0.9
H -1.82814 3.08106 0.54964 0.3 0.3 0.1
H -0.11637 2.53423 0.56657 0.1 0.0 0.0
H -1.32310 1.70395 1.50728 -0.1 0.0 0.1
H -1.32135 0.24860 -0.42846 0.1 0.0 0.2
H -1.50145 2.59195 -2.37943 0.3 0.2 -0.1
H 2.48411 1.16367 -0.94232 0.2 -0.4 -0.1
H 1.01034 0.71827 -0.25172 0.5 -0.3 0.3
H 0.16937 3.81761 -1.08464 0.2 0.3 0.5
C -5.75859 -0.75475 -3.89341 0.7 0.5 -0.1
C -4.72769 -1.81565 -4.19395 0.4 0.5 -0.4
O -5.27056 -2.95603 -3.47531 -0.4 -0.5 0.3
C -6.54743 -2.74649 -3.35255 2.6 0.3 -0.5
O -7.36126 -3.61189 -2.93297 -0.7 -3.5 1.8
O -6.95331 -1.56639 -3.69306 -0.9 -0.6 0.3
H -5.89945 -0.04639 -4.70355 -0.4 -0.2 -0.1
H -5.55278 -0.20700 -2.97535 -0.2 -0.1 0.1
H -4.67285 -2.06246 -5.25350 -0.1 -0.2 0.0
H -3.72603 -1.57001 -3.83609 -0.3 -0.3 0.2
Br 1.75291 -1.46962 1.27206 -0.1 0.1 -0.1
C 0.59523 -2.23410 -0.10221 0.0 0.1 0.2
C -0.05227 -3.50766 0.37685 0.1 -0.3 -0.1
Br 1.20246 -4.98483 0.35392 0.0 0.2 -0.1
H 1.20621 -2.37380 -0.98846 0.0 -0.1 0.0
H -0.16230 -1.47652 -0.30070 -0.1 -0.1 0.0
H -0.85689 -3.80163 -0.29435 0.0 0.1 0.0
H -0.43831 -3.43364 1.38930 0.0 0.1 0.0
C -1.29705 -2.34102 6.98552 -0.3 0.3 -0.2
C -0.53472 -2.95424 5.83362 0.3 0.0 0.6
O -1.37603 -3.11102 4.67006 0.1 -0.1 -0.2
C -1.57395 -2.03277 3.94332 0.0 -0.1 0.5
O -1.11275 -0.93522 4.12498 0.0 0.1 -0.2
O -2.40483 -2.36033 2.93597 0.0 0.0 -0.3
C -2.75591 -1.26759 2.10649 -0.1 0.1 -0.2
H -2.20206 -2.91065 7.18370 0.2 -0.1 0.1
H -0.68443 -2.31994 7.88558 0.0 -0.1 0.0
H -1.60185 -1.31840 6.75313 0.2 0.0 0.0
H -0.20744 -3.95578 6.10191 -0.2 -0.1 -0.2
H 0.35513 -2.37767 5.58351 -0.1 0.1 -0.2
H -1.85836 -0.75509 1.74821 0.0 0.1 0.1
H -3.40149 -0.56912 2.63835 0.1 0.1 0.0
H -3.29868 -1.66818 1.25243 0.0 -0.2 0.1
F -6.73756 -5.21133 -2.31666 -0.8 4.0 -1.7
Br 1.98577 3.91035 -3.70594 1.5 1.6 -2.7
C 0.52499 4.96050 -4.47698 -0.1 -0.1 0.0
C 0.95671 5.91796 -5.55594 0.1 0.3 0.0
Br 1.80851 7.53164 -4.87567 -0.1 -0.2 0.1
H 0.04073 5.46262 -3.64365 0.0 0.1 0.0
H -0.14710 4.21500 -4.89889 0.0 0.0 -0.1
H 0.07468 6.27700 -6.08183 0.0 -0.1 0.0
H 1.65013 5.48184 -6.26650 0.0 -0.1 0.0
O -3.31219 -3.60455 9.20763 1.0 -0.2 0.7
V -4.73271 -2.65960 9.38699 -1.5 -1.4 -3.4
O -6.05263 -1.76699 9.60940 0.8 0.2 0.9
C 5.64530 7.65295 -4.96397 0.2 0.2 -0.5
C 6.29800 6.95968 -3.79866 -0.5 0.2 -0.3
C 5.43404 6.84846 -2.56353 -0.2 -0.1 0.0
O 6.43721 6.85692 -1.48785 0.1 -0.1 -0.4
C 7.54091 7.55627 -1.99301 -0.5 1.8 -0.9
O 8.44781 7.89164 -1.30551 0.2 -0.7 0.5
O 7.43069 7.73701 -3.29740 -0.2 -0.4 0.1
H 6.21027 7.46035 -5.87448 0.0 0.0 0.0
H 4.61623 7.32436 -5.14181 0.2 -0.1 0.3
H 5.64447 8.73253 -4.81208 -0.1 0.0 0.1
H 6.67195 5.97807 -4.10449 0.1 0.0 0.1
H 4.84865 5.93264 -2.53891 0.1 -0.1 0.2
H 4.76970 7.69809 -2.41649 0.1 0.1 0.1
Cl -4.31274 -4.28776 7.07854 -0.4 1.3 1.9
Al 7.96392 5.28602 -1.36735 0.5 -0.8 0.7
C 1.63373 -8.05626 2.28353 0.2 0.2 -0.2
C 0.67139 -8.00525 3.44772 -0.2 -0.4 -0.1
O 1.16030 -9.02077 4.29396 0.3 0.4 -0.1
C 2.50990 -9.11466 4.06740 0.1 -0.2 0.0
O 3.27222 -9.66542 4.77406 0.1 -0.1 0.1
O 2.84498 -8.47123 2.91420 -0.3 0.1 0.1
F -0.59432 -8.31325 3.06539 0.0 0.1 0.1
H 1.33678 -8.79714 1.53929 -0.2 0.0 0.1
H 1.75707 -7.09133 1.79694 0.2 -0.1 0.2
H 0.66261 -7.05512 3.98667 -0.2 0.0 0.0
```
Positions in Å, forces in eV/Å.

Calculated values
- E_HOMO (eV) = -13.992
- net charge = +3
- frontier orbital gap (hartree) = 0.047

=====

# 2
# C66H161N3O16

A 16-piece molecular cluster, C66H161N3O16 overall in a non-equilibrium geometry (the ωB97M-V functional and the def2-TZVPD basis, OMol25).

```
246
Properties=species:S:1:pos:R:3:forces:R:3
C -1.69087 2.51214 5.90168 -0.9 0.8 1.3
C -1.41366 2.91994 4.49768 1.3 0.3 1.2
C -1.98715 4.27919 4.25100 0.0 -0.3 -1.0
O 0.00288 3.11095 4.29564 0.7 -0.4 0.4
H -2.77000 2.56578 6.09032 0.1 0.4 0.0
H -1.15475 3.19337 6.57527 -0.4 0.2 0.0
H -1.43722 1.55435 6.26258 0.7 -1.3 -0.4
H -1.70221 2.17205 3.80541 -0.8 -0.6 -0.7
H -3.06070 4.24855 4.22484 -0.6 0.1 0.4
H -1.72437 4.49727 3.22211 0.3 0.7 -0.2
H -1.58412 4.99852 4.96810 -0.2 0.0 -0.2
H 0.53241 2.51675 4.85952 -0.5 0.2 -0.4
C -0.61250 0.01953 -6.45778 1.2 -0.4 0.7
C 0.67384 -0.83770 -6.26411 -0.1 1.6 0.8
C 0.48327 -2.18524 -6.85399 0.1 0.0 -1.1
O 1.70261 -0.12264 -6.93798 0.9 0.1 -0.4
H -1.45944 -0.47826 -6.00543 -0.4 0.1 0.2
H -0.74088 0.02905 -7.53069 -0.3 0.4 -0.3
H -0.44597 1.03773 -6.05506 -0.3 -0.6 -0.3
H 1.00777 -0.87365 -5.18509 -0.5 -0.1 -1.0
H -0.16875 -2.70579 -6.19498 -0.6 -0.9 0.2
H 1.40015 -2.73061 -7.03613 0.4 -0.2 0.5
H 0.04811 -2.07614 -7.86725 -0.2 -0.1 0.5
H 1.81835 -0.49559 -7.82264 0.0 0.1 0.2
C 1.81725 -0.18624 4.92940 0.1 -0.1 -0.2
C 0.73810 -1.13838 5.40537 -0.5 0.1 0.0
C 1.26504 -1.95035 6.61057 -1.6 0.1 -1.3
O -0.41417 -0.31467 5.70256 0.4 0.0 0.5
H 2.76686 -0.61387 4.59324 -0.2 -0.6 0.2
H 2.08144 0.50379 5.72419 -0.1 0.2 0.2
H 1.46106 0.36438 4.07148 -0.3 0.3 -0.1
H 0.40221 -1.76341 4.54023 0.5 -0.1 0.7
H 1.66232 -1.26801 7.34661 0.5 0.0 0.2
H 1.97104 -2.60712 6.11858 0.5 -0.3 0.7
H 0.45100 -2.52656 7.08290 0.4 0.1 -0.2
H -0.87808 -0.62799 6.50153 0.3 -0.3 -0.4
C -5.30279 -3.22775 -2.43085 0.3 -0.7 -0.9
C -4.69797 -2.07427 -3.26700 -0.2 -0.1 2.5
C -3.27076 -2.35807 -3.69401 -0.5 -0.6 0.7
O -5.49845 -1.76345 -4.34906 -1.1 -0.4 -1.3
H -6.40095 -3.17577 -2.26893 0.7 0.4 0.0
H -4.77016 -3.31228 -1.46102 -0.3 -0.2 -0.6
H -5.15678 -4.13818 -3.07532 0.0 0.3 0.9
H -4.76431 -1.20327 -2.60923 0.5 0.2 -0.2
H -2.96246 -1.49164 -4.25997 0.6 0.0 -0.3
H -3.29898 -3.28891 -4.27398 0.3 0.3 -0.3
H -2.62319 -2.55717 -2.82473 -0.2 0.4 -0.3
H -5.89162 -2.60123 -4.64066 0.0 0.4 -0.2
C 4.67258 4.14687 3.17574 0.3 0.7 0.7
C 4.31383 2.78452 2.65504 -0.4 -0.1 -0.4
C 3.43205 2.06464 3.65670 0.5 0.3 -0.7
O 3.57096 2.97459 1.44477 0.9 -0.8 -0.3
H 5.50161 4.17130 3.90520 -0.2 -0.2 -0.3
H 3.77335 4.45257 3.74296 0.4 0.5 -0.4
H 4.89610 4.85040 2.35028 -0.2 -0.4 0.5
H 5.13324 2.12921 2.38762 0.5 0.2 -0.1
H 3.26111 1.06664 3.33645 0.0 -0.9 -0.3
H 2.48739 2.56427 3.52737 -0.6 0.3 0.9
H 3.84393 2.04415 4.66087 -0.2 0.3 0.2
H 2.74471 3.37778 1.69209 -0.9 0.6 0.1
C -5.88423 3.56528 -4.11878 0.4 -0.2 0.7
C -4.39763 3.90680 -4.41225 -1.2 -1.8 2.0
C -3.50442 2.93632 -3.62679 1.6 0.4 -0.9
O -4.18996 3.76986 -5.75547 0.5 -1.0 -2.3
H -6.14284 3.85524 -3.08814 -0.1 0.0 -0.3
H -6.12626 2.47400 -4.20670 0.5 0.8 -0.1
H -6.47053 4.10055 -4.84840 -0.5 0.3 0.0
H -4.19846 4.92878 -4.18298 0.1 0.8 0.3
H -3.53233 2.96196 -2.54509 -0.4 0.2 0.1
H -2.42041 3.05409 -3.91679 -1.0 0.2 0.2
H -3.75902 1.93884 -3.95523 -0.2 -0.5 0.1
H -4.37002 2.83133 -5.98034 0.2 0.8 0.0
C -3.31996 -1.78285 5.29799 1.4 -0.2 0.3
C -3.49033 -2.06144 6.77282 0.5 -0.9 0.4
C -4.28195 -3.34826 7.02804 0.4 -0.8 -1.5
O -2.13725 -2.17233 7.31846 -0.6 -0.2 0.2
H -4.24073 -1.68050 4.78195 -0.8 0.4 -0.4
H -2.85063 -2.69029 4.91739 0.2 -0.1 -0.4
H -2.58851 -0.95783 5.11422 -0.9 -0.5 0.2
H -4.04522 -1.26826 7.25522 0.5 0.5 0.4
H -4.53827 -3.64051 8.05796 0.0 0.6 -0.4
H -3.72742 -4.20679 6.57773 0.0 0.4 0.4
H -5.13008 -3.30163 6.32645 -0.3 0.0 0.8
H -1.83833 -3.08896 7.14416 -0.3 0.7 0.1
C -1.12617 -4.32421 -1.01541 0.4 0.1 0.7
C -1.12197 -4.98758 -2.33853 -1.1 -0.5 -1.9
C -0.25387 -4.30387 -3.40602 0.0 0.4 0.7
O -0.62726 -6.32184 -2.33303 0.9 0.2 -0.3
H -1.58054 -3.33989 -1.11770 0.4 0.3 -0.1
H -0.04663 -4.25846 -0.72793 -1.0 0.2 0.5
H -1.80407 -4.82276 -0.28069 1.0 0.0 -0.5
H -2.17639 -4.98482 -2.69464 0.4 -0.1 -0.1
H -0.34329 -4.78591 -4.35738 0.0 -0.8 -0.4
H 0.80516 -4.33899 -3.09119 -0.4 0.2 -0.2
H -0.58005 -3.28722 -3.63396 0.2 0.2 0.5
H -1.16040 -6.93981 -1.85444 -0.7 -0.2 0.6
C 1.48339 6.80590 2.61052 -0.3 0.2 -0.1
C 0.82366 5.73392 1.75411 0.2 -0.4 -2.0
C 1.37781 5.82975 0.28760 -0.7 -0.4 0.7
O 1.03167 4.34269 2.09406 0.6 1.2 -0.4
H 2.56335 6.82289 2.49085 0.2 -0.4 0.4
H 1.14438 6.69322 3.63730 0.4 0.1 0.3
H 1.18668 7.82174 2.27789 -0.2 -0.6 0.0
H -0.26534 5.90463 1.76803 0.2 0.0 -0.1
H 1.13637 6.82710 -0.11753 0.3 -0.4 0.0
H 0.92463 5.03502 -0.34709 0.2 0.6 0.4
H 2.46644 5.63261 0.32761 -0.5 0.3 -0.1
H 0.61058 4.14783 2.92764 -0.3 -0.4 0.9
C -6.32230 -1.67269 3.06058 0.4 -0.2 -0.7
C -5.98013 -2.60584 1.87443 -2.3 0.3 0.3
C -5.01144 -3.67547 2.26044 0.6 0.2 -0.2
O -7.17096 -3.33970 1.50121 0.7 -1.1 0.2
H -7.11926 -1.01041 2.75432 -0.5 0.0 0.0
H -5.49203 -0.97874 3.23983 0.0 -0.4 0.4
H -6.63572 -2.26286 3.93988 0.3 0.4 -0.3
H -5.67008 -1.97287 1.03144 0.3 -0.3 0.1
H -4.74732 -4.35023 1.45021 -0.2 0.0 -0.2
H -5.39232 -4.27810 3.09161 0.1 0.3 0.0
H -4.11674 -3.12432 2.51076 0.6 -0.2 0.5
H -7.92598 -2.89594 1.13568 0.0 1.1 -0.1
C -1.84160 4.78985 -1.08111 -0.7 -0.5 -1.0
C -2.31540 4.05260 0.16215 -0.6 0.6 0.6
C -3.37909 4.82706 0.95572 -0.1 -0.6 -0.9
O -2.86102 2.75963 -0.08481 -0.6 0.4 -0.4
H -0.98022 4.31913 -1.55435 0.2 -0.1 0.2
H -1.60266 5.82278 -0.86993 0.2 0.2 0.2
H -2.60761 4.79231 -1.89120 0.2 0.1 0.8
H -1.50813 3.92956 0.85839 0.9 -0.1 0.2
H -4.21886 5.01901 0.28218 -0.2 0.0 0.2
H -2.98934 5.78810 1.27336 0.0 0.1 0.3
H -3.70790 4.18494 1.78558 0.1 0.5 -0.1
H -2.19601 2.07254 -0.01483 0.6 -0.6 0.0
C -1.65490 -6.16533 2.12374 0.3 0.2 0.9
C -0.40389 -5.27980 2.24043 -0.4 -0.8 -0.9
C -0.08878 -4.87717 3.64164 -0.9 1.4 0.3
O 0.75356 -5.99526 1.79472 -0.1 -0.6 0.9
H -2.50610 -5.74518 2.64565 -0.1 0.4 0.4
H -1.46920 -7.12170 2.60128 0.1 -0.3 -0.2
H -2.01616 -6.28095 1.12118 0.2 -0.4 -0.7
H -0.56826 -4.43009 1.59088 0.1 0.4 0.1
H -0.92540 -4.28131 4.08138 0.5 -0.4 -0.2
H 0.80710 -4.25424 3.61899 0.0 -0.1 0.3
H 0.06174 -5.75464 4.23763 0.2 -0.5 0.5
H 1.04911 -5.74712 0.93380 0.0 0.4 -0.9
C -6.82238 0.04562 -1.31440 1.5 -1.1 -0.6
C -5.87580 1.11171 -0.84978 0.5 0.5 -0.1
C -6.00077 1.21372 0.64911 0.4 -0.6 0.0
O -4.50333 0.80225 -1.24021 -0.1 0.7 0.6
H -6.58973 -0.81055 -0.67221 -0.2 -0.4 -0.3
H -6.62168 -0.23651 -2.36556 -0.4 0.2 0.5
H -7.84562 0.29594 -1.13939 -0.7 0.4 -0.1
H -6.14317 2.05148 -1.32676 0.0 0.3 -0.1
H -7.02682 1.37135 0.94186 -0.4 0.1 0.1
H -5.38486 1.98661 1.05479 0.4 0.7 0.3
H -5.64537 0.26496 1.07457 -0.2 0.2 0.0
H -3.90437 1.53824 -0.90257 -1.1 -0.8 -0.5
C 2.56366 2.14010 -4.26306 1.5 1.3 -0.9
C 3.89535 2.81466 -4.70516 0.7 -1.8 1.6
C 4.66407 3.24497 -3.40452 -0.6 0.1 -0.9
C 5.08684 2.06016 -2.59843 1.1 -0.9 -0.5
C 6.00310 1.14112 -3.47076 0.0 0.3 0.8
C 5.40120 0.69131 -4.77833 -0.5 0.0 -0.3
N 4.79647 1.87614 -5.40861 0.5 0.7 -1.1
O 4.30640 1.55214 -6.70813 -0.7 -0.2 0.4
C 6.49651 0.12948 -5.73462 0.0 0.1 -0.1
C 4.37295 -0.41987 -4.52787 0.0 -0.9 -0.8
C 3.59256 4.03862 -5.51065 1.1 0.3 0.6
H 2.22359 2.92468 -3.62088 -1.2 -0.1 0.7
H 2.75361 1.19989 -3.80195 -0.3 -0.2 0.6
H 1.97211 2.02614 -5.14718 -0.8 -0.2 -0.4
H 5.56319 3.74156 -3.71634 0.5 0.5 -0.3
H 4.07813 3.99536 -2.85132 0.0 -0.4 0.0
H 4.24336 1.48692 -2.26968 -0.6 -0.3 0.4
H 5.65597 2.34304 -1.71467 -0.1 0.1 0.1
H 6.22390 0.22387 -2.92329 0.2 0.1 0.2
H 6.94849 1.65228 -3.66277 0.0 0.1 0.0
H 6.03166 -0.35262 -6.64392 0.7 0.5 1.1
H 7.17197 0.93925 -6.03153 -0.4 0.1 -0.3
H 7.19705 -0.54791 -5.20685 -0.8 -0.1 -0.1
H 3.75964 -0.49763 -5.43550 0.1 -0.3 0.2
H 4.88180 -1.40214 -4.38696 -0.4 0.7 0.0
H 3.66667 -0.24172 -3.71964 0.4 -0.2 0.2
H 3.11277 4.73801 -4.82531 -0.3 0.2 -0.3
H 3.01762 3.80214 -6.36466 -0.8 0.0 -0.9
H 4.53341 4.47465 -5.84154 0.1 0.1 -0.1
H 3.48409 1.01397 -6.60754 0.5 0.4 0.0
C 5.19883 -4.39748 -0.68570 -0.5 0.1 -0.2
C 5.04722 -2.90786 -0.41538 -0.2 -0.1 1.1
C 3.76134 -2.69032 0.41612 -0.1 -0.3 0.6
C 3.64711 -1.38514 1.21427 0.8 -1.2 0.8
C 4.89135 -1.15903 2.06911 1.1 1.0 -1.7
C 6.19353 -1.23200 1.23007 0.6 -2.9 0.2
N 6.19439 -2.59833 0.49037 -1.1 1.5 0.2
O 7.34562 -2.65303 -0.35982 0.4 -0.4 0.9
C 6.38656 -0.08140 0.35107 -0.5 1.7 -0.6
C 7.42750 -1.39736 2.13330 -0.9 1.4 0.2
C 5.07392 -2.13604 -1.70097 -0.7 -0.5 -0.6
H 5.45466 -4.88487 0.23600 0.1 -0.3 0.5
H 5.99362 -4.58825 -1.39827 -0.1 -0.1 -0.3
H 4.23788 -4.79739 -1.01621 0.1 -0.1 -0.3
H 2.83317 -2.81331 -0.17181 0.5 -0.2 -0.1
H 3.79199 -3.49445 1.16359 -0.3 -0.1 -0.1
H 2.79419 -1.47451 1.90379 0.0 0.2 -0.4
H 3.54781 -0.56276 0.55271 -0.5 1.0 -0.6
H 5.01578 -1.85772 2.85390 -0.3 -0.8 0.9
H 4.91809 -0.14107 2.46740 -0.3 -0.1 0.3
H 7.30560 -0.01512 -0.19079 0.7 -0.4 -0.3
H 5.60030 0.06375 -0.35555 -0.6 -0.1 -0.6
H 6.32393 0.81938 0.93946 0.2 0.5 0.5
H 7.25486 -2.19989 2.81689 0.2 -0.8 0.3
H 8.30694 -1.47855 1.52978 0.5 -0.5 -0.3
H 7.61012 -0.50621 2.73331 -0.3 0.3 0.1
H 4.55814 -1.20618 -1.58760 -0.3 0.7 -0.1
H 4.56864 -2.69247 -2.51722 0.3 0.2 0.5
H 6.09656 -1.96513 -1.97086 0.4 0.2 -0.4
H 7.84661 -3.28485 0.17335 0.4 0.1 -0.6
C -0.57538 0.95646 -2.26694 0.4 0.3 0.2
C -0.24743 0.33825 -0.91257 0.8 -0.3 -0.2
C 0.55038 1.35381 -0.10516 0.2 0.0 0.1
C 0.76234 0.89970 1.31231 -0.7 1.3 1.5
C -0.58887 0.66304 1.98567 0.3 -0.6 -0.1
C -1.42585 -0.39376 1.23301 -1.1 1.2 0.6
N -1.51821 0.09658 -0.17528 0.6 -0.2 0.1
O -2.26659 -0.89945 -0.86628 -0.1 0.4 -0.4
C -0.95810 -1.83067 1.35949 1.2 0.4 -1.2
C -2.87900 -0.27675 1.74508 -0.7 0.2 0.5
C 0.57454 -0.93748 -1.15305 0.3 0.2 -0.8
H -1.19565 1.83100 -2.09459 -0.1 0.2 -0.2
H -1.13494 0.25839 -2.86161 -0.3 -0.3 -0.5
H 0.34068 1.27623 -2.81327 -0.5 -0.3 0.4
H 1.51203 1.57532 -0.58959 -0.3 0.0 -0.1
H -0.03426 2.28473 -0.04812 0.2 0.0 -0.1
H 1.16951 1.72435 1.91699 0.3 -0.2 -0.5
H 1.41402 0.06314 1.48808 0.3 -0.4 -0.4
H -1.14865 1.61367 2.00459 0.1 -0.3 -0.2
H -0.39932 0.39513 3.04030 -0.4 -0.2 -0.3
H -1.20174 -2.24051 2.31485 0.0 -0.1 0.9
H -1.49727 -2.42623 0.60056 0.5 0.3 0.4
H 0.15816 -1.83337 1.15973 -1.5 -0.6 0.7
H -2.95822 -0.49064 2.84552 0.2 0.1 -0.9
H -3.24485 0.77025 1.57332 0.2 -0.9 0.2
H -3.56796 -0.97265 1.20697 0.6 0.5 0.4
H 0.88215 -1.45682 -0.26229 0.1 0.0 0.1
H 1.51041 -0.74702 -1.71736 -0.5 0.3 0.1
H -0.03616 -1.59733 -1.76387 0.0 -0.3 0.0
H -3.11954 -0.44204 -0.95707 -0.3 -0.2 -0.4
```
Positions in Å, forces in eV/Å.

Calculated values
- E_HOMO (eV) = -7.791
- frontier orbital gap (hartree) = 0.302
- ΔE to the lowest compared entry with this formula, charge and spin (kcal per mole) = 10.63